18
Properties=species:S:1:pos:R:3 method="wB97M-V/def2-TZVPD" e_lumo_ev=1.23 e_above_lowest_kcal_mol=31.5 smiles=CC[C@H]1C[C@H]1C
C -1.857 0.347 0.002
C -0.791 1.176 0.740
C 0.615 0.587 0.786
C 0.852 -0.878 1.038
C 1.305 -0.267 -0.260
C 0.802 -0.723 -1.622
H -2.304 0.893 -0.834
H -1.432 -0.561 -0.415
H -2.661 0.022 0.666
H -1.111 1.314 1.780
H -0.740 2.189 0.321
H 1.304 1.252 1.310
H -0.025 -1.521 0.990
H 1.594 -1.190 1.771
H 2.378 -0.081 -0.297
H 1.208 -1.718 -1.838
H 1.144 -0.035 -2.402
H -0.279 -0.806 -1.734